(1)
Density functional theory data (the ωB97M-V functional and the def2-TZVPD basis) for C16H21BCl2O4Ru as an isolated structure.

Structure (XYZ):
```
45
Properties=species:S:1:pos:R:3:forces:R:3:mulliken_charge:R:1
C 0.514397 1.564632 -2.280155 -0.289 1.220 1.177 1.140
C 1.749271 1.724213 -1.596823 -1.164 0.337 -0.129 0.522
C 1.498961 2.311583 -0.332283 -1.319 -0.075 -0.235 1.669
C 3.082206 1.394909 -2.152258 0.271 -0.362 -0.039 -1.660
C 0.082451 2.489800 -0.177043 0.681 -0.037 -1.633 -0.254
C -0.563914 2.005709 -1.398315 1.934 1.646 -0.383 0.769
C -1.927365 2.376856 -1.838249 -0.639 -0.072 -0.186 -1.900
C 0.372587 1.196731 -3.708033 -0.143 -0.640 -0.439 -1.912
C 2.533287 2.764970 0.624575 0.412 -0.207 0.490 -1.839
C -0.548396 3.403794 0.810408 -0.323 0.036 0.633 -1.900
Ru -0.272408 0.068256 -0.331283 2.415 -2.031 -0.917 0.371
Cl 1.857707 -1.266413 -0.265237 0.293 0.183 -0.082 -0.541
Cl -1.110594 -1.303241 -2.008556 -0.067 0.039 -0.293 -0.399
O -1.531231 -0.021684 1.227660 -0.200 1.010 2.711 -0.825
H 2.999959 0.553918 -2.849547 0.119 0.075 0.120 0.331
H 3.773298 1.109222 -1.352151 -0.019 -0.041 -0.136 0.357
H 3.527928 2.235300 -2.697344 -0.005 0.061 -0.016 0.329
H 3.271342 1.967023 0.803125 -0.089 0.213 0.057 0.346
H 2.088314 3.036254 1.590074 0.132 -0.069 -0.134 0.384
H 3.084630 3.646096 0.260745 -0.074 -0.112 0.003 0.287
H -0.124477 3.249651 1.816532 -0.262 0.064 -0.133 0.465
H -1.634781 3.248827 0.853245 0.237 -0.031 0.134 0.344
H -0.398710 4.475240 0.576465 0.047 -0.332 -0.108 0.271
H -2.583662 2.461765 -0.966957 -0.160 -0.187 -0.245 0.389
H -2.333283 1.614674 -2.512298 -0.273 0.019 0.282 0.398
H -1.970270 3.345220 -2.365319 0.211 -0.088 0.090 0.229
H 0.948333 0.278208 -3.896486 -0.287 0.084 -0.163 0.402
H 0.743042 1.958606 -4.418102 -0.009 0.003 0.407 0.302
H -0.679105 1.008898 -3.955733 0.273 -0.146 0.043 0.366
H -1.298364 0.721690 1.858458 -0.486 -1.280 -1.011 0.251
O -4.265374 -0.695019 -2.461896 -1.378 0.214 0.351 -1.083
H -5.163903 -0.652228 -2.040125 1.092 -0.033 -0.513 0.079
O 0.516595 -1.794902 2.222838 -0.874 0.142 -0.249 -0.503
B -0.222139 -1.566634 0.982473 -0.588 -0.802 0.205 1.418
O -0.993926 -2.753757 0.684584 0.200 0.945 1.339 -0.611
C -0.897047 -3.517525 1.811168 0.727 0.180 -0.323 0.801
C -1.488836 -4.736491 2.047943 -0.045 0.023 0.024 -1.004
C -1.059005 -5.488663 3.132171 0.470 0.144 0.701 -0.355
C -0.037864 -5.008744 3.963569 -0.788 -0.805 -0.245 -0.448
C 0.537231 -3.767322 3.738220 -0.118 0.515 -0.091 -1.005
C 0.064554 -2.988871 2.691681 -0.074 -0.436 -0.569 0.437
H -2.260799 -5.100276 1.407565 -0.306 -0.156 -0.499 0.476
H -1.501019 -6.459633 3.344549 0.007 0.155 -0.092 0.337
H 0.278279 -5.644503 4.790317 0.120 0.271 -0.115 0.325
H 1.342102 -3.446138 4.365831 0.339 0.364 0.212 0.444
```
Forces are in eV/Å.

Values from the calculation:
* multiplicity: 5
* HOMO (spin up / spin down): 0.351 / 0.364 eV
* E_LUMO (spin up / spin down): 4.808 / 4.804 eV
* expectation value of S²: 6.0380
* charge: -2

=====

(2)
Density functional theory data (the ωB97M-V functional and the def2-TZVPD basis) for an isolated ion of composition C6H11ClN3O and charge +1.

Structure (XYZ):
```
22
Properties=species:S:1:pos:R:3:forces:R:3:mulliken_charge:R:1
C 1.168791 -0.044672 1.368643 -1.740 0.655 -2.102 0.332
C 2.082780 -0.615929 0.639602 -0.564 -0.741 -1.540 0.265
C -2.214818 -0.309018 -0.052372 1.919 -0.411 -2.527 -1.171
C -1.680515 0.444236 -2.539875 0.788 -1.785 1.406 -1.443
C 0.678558 0.777518 2.422184 1.167 -0.621 1.098 -0.302
C -1.344301 0.572707 -1.016123 -0.289 -0.213 -1.258 0.298
N 0.796107 -0.554497 -1.410928 -4.686 2.057 0.196 -0.323
N -0.033052 0.057297 -0.718855 3.619 0.041 1.789 0.344
N 3.257703 -1.161905 0.938247 -1.079 0.824 0.660 -0.332
O 1.801004 -0.967527 -0.786101 3.602 -0.893 2.009 -0.188
Cl 1.500594 2.379583 2.613401 -0.393 -0.614 -0.141 -0.123
H -3.183751 0.005248 -0.094326 -2.840 0.789 -0.441 0.460
H -1.962056 -0.201585 0.974883 0.783 -0.388 0.699 0.277
H -2.135822 -1.314315 -0.530060 -0.161 0.403 1.144 0.349
H -2.739052 0.529432 -2.526222 -0.912 1.416 -1.020 0.400
H -1.628247 -0.584522 -2.843349 0.326 -1.087 0.249 0.423
H -0.958162 0.860993 -3.255447 -0.885 1.033 0.453 0.382
H 0.958674 0.101402 3.312731 -0.617 1.165 -0.688 0.380
H -0.394053 0.906168 2.375950 -0.190 -0.006 0.231 0.226
H -1.413187 1.661259 -0.824350 0.516 -0.614 0.566 0.279
H 3.780362 -0.862311 1.724899 0.405 0.119 0.524 0.236
H 3.662442 -1.679561 0.227470 1.229 -1.130 -1.306 0.231
```
Forces are in eV/Å.

Values from the calculation:
* HOMO: -13.828 eV
* E_LUMO: -5.761 eV
* charge: +1

=====

(3)
Density functional theory data (the ωB97M-V functional and the def2-TZVPD basis) for C32H50P2V as an isolated structure.

Structure (XYZ):
```
85
Properties=species:S:1:pos:R:3:forces:R:3:mulliken_charge:R:1
V 0.219114 -0.196670 0.264017 1.483 -0.015 -1.573 -0.215
C -1.346387 -1.468571 0.915023 -0.347 0.646 0.098 -0.151
C -0.633474 -1.012696 2.073447 -1.240 0.142 -0.416 0.636
C -1.549941 0.843798 1.018528 -0.516 -0.944 1.596 0.845
C -1.962921 -0.319181 0.297598 0.349 -0.061 0.927 1.301
C -0.706599 0.424041 2.117652 -1.593 0.211 -0.129 -0.270
C -1.435909 -2.885234 0.468994 -0.252 -0.501 0.110 -2.212
H -0.490163 -3.419353 0.633166 -0.111 0.025 -0.029 0.585
H -1.653541 -2.940053 -0.605546 -0.027 -0.113 0.353 0.403
H -2.230811 -3.428808 0.997853 -0.036 -0.001 -0.171 0.486
C -2.922119 -0.347030 -0.838708 0.147 0.134 -0.318 -1.652
H -3.091581 -1.375031 -1.171080 -0.039 0.327 -0.102 0.399
H -2.546307 0.238980 -1.689919 -0.291 -0.252 0.136 0.337
H -3.887492 0.084187 -0.539868 0.232 -0.116 -0.064 0.320
C -2.041622 2.230365 0.759364 0.353 -0.029 -0.226 -1.689
H -3.102262 2.332063 1.045386 0.348 -0.150 -0.040 0.289
H -1.975839 2.471902 -0.311959 -0.011 0.099 0.412 0.426
H -1.465239 2.977707 1.318618 -0.232 -0.263 -0.317 0.244
C -0.055227 1.356443 3.080572 0.022 0.297 0.367 -1.233
H 0.340298 0.828067 3.953947 -0.067 0.124 0.003 0.330
H -0.765773 2.121675 3.417563 0.121 -0.287 0.078 0.484
H 0.781809 1.905492 2.633851 -0.188 -0.185 0.205 0.095
C -0.119517 -1.975184 3.127137 2.905 2.170 -1.430 0.079
H -0.793632 -2.824647 3.648929 -0.302 -0.197 1.371 0.158
H -0.138705 -1.355060 4.051191 -0.465 -0.941 0.137 0.595
H -0.879845 -2.894626 2.807094 -0.266 0.023 -0.802 0.146
C 0.998796 -0.630333 -1.754745 0.411 -2.293 0.072 -0.574
C 1.164490 -1.815557 -1.003515 -0.345 0.630 -2.503 -0.172
C 2.343873 -2.238157 -0.203383 0.687 0.037 0.684 -0.443
C 3.133347 -1.094244 0.465099 0.379 -0.195 -0.088 -1.357
C 2.274790 -0.024144 1.084985 -0.038 2.038 -0.154 0.149
C 1.921763 1.176392 0.413220 1.047 -1.050 1.554 -0.271
C 2.308976 1.496902 -0.994736 -0.159 0.614 -0.469 -1.173
C 2.048063 0.397657 -2.052416 0.410 0.559 -0.678 -1.348
H 3.057072 -2.828560 -0.802619 -0.386 0.167 -0.186 0.607
H 3.845136 -0.657680 -0.256995 -0.327 -0.042 0.324 0.510
H 2.027443 -2.915316 0.598485 -0.129 0.051 -0.417 -0.011
H 3.005302 -0.076451 -2.315695 -0.390 -0.140 0.182 0.357
H 0.144481 -0.624210 -2.447007 0.101 -0.083 0.426 0.751
H 0.533737 -2.656090 -1.302864 -0.277 0.423 0.324 0.900
H 1.723296 0.917258 -2.970645 0.180 -0.266 0.354 0.416
H 1.775994 2.411138 -1.306679 0.151 -0.314 0.219 0.442
H 1.669251 2.053805 1.010578 -0.130 -0.312 -0.093 0.507
H 3.377096 1.765670 -1.040977 -0.260 -0.091 0.157 0.456
H 3.730708 -1.541386 1.275999 -0.096 0.196 -0.397 0.275
H 2.206594 -0.051751 2.181883 -0.051 0.173 -0.538 0.951
P -3.791185 -1.156699 -4.205199 -0.281 -0.152 -0.840 0.501
C -5.437670 -1.911979 -4.552194 0.027 0.019 0.339 -1.211
H -5.493496 -2.298444 -5.579523 -0.020 0.119 0.273 0.359
H -6.213748 -1.151367 -4.394856 0.104 -0.265 -0.063 0.373
H -5.598652 -2.729499 -3.837430 -0.128 0.129 -0.241 0.335
C -3.761445 0.029043 -5.616872 0.082 0.162 0.264 -1.194
H -3.993127 -0.475075 -6.565902 0.057 0.181 0.243 0.349
H -2.759855 0.475959 -5.665670 -0.263 0.010 -0.149 0.333
H -4.495065 0.822332 -5.423111 0.210 -0.118 -0.181 0.366
C -2.739367 -2.455987 -4.982096 0.095 0.003 0.274 -1.186
H -3.103642 -2.707250 -5.988476 0.179 0.006 0.278 0.405
H -2.751959 -3.347878 -4.342088 0.080 0.077 -0.264 0.336
H -1.711094 -2.074591 -5.038172 -0.154 -0.217 -0.098 0.308
P -1.501745 5.425696 0.070398 0.014 1.054 0.023 0.588
C -1.203355 6.283569 1.678259 0.002 -0.283 0.028 -1.201
H -1.072221 7.365212 1.528293 -0.034 -0.305 0.125 0.398
H -0.302215 5.857421 2.139748 -0.193 0.227 0.042 0.320
H -2.063497 6.097593 2.335803 0.271 0.140 -0.045 0.337
C -0.123299 6.194685 -0.875249 0.001 -0.229 -0.099 -1.203
H -0.160260 7.290254 -0.803600 0.102 -0.275 -0.060 0.406
H -0.204600 5.883536 -1.924443 0.137 0.183 0.167 0.346
H 0.826082 5.822108 -0.469340 -0.099 0.178 -0.169 0.319
C -2.876088 6.506096 -0.512524 -0.063 -0.290 -0.136 -1.287
H -2.557202 7.556061 -0.572801 -0.147 -0.261 0.034 0.374
H -3.719210 6.408321 0.184107 0.134 0.093 -0.241 0.378
H -3.194474 6.154497 -1.502344 -0.050 0.236 0.200 0.353
C 1.252898 -2.435925 2.840340 0.653 -1.407 1.515 -0.191
C 2.351824 -2.935509 3.051408 -1.262 0.728 0.205 0.053
C 3.685833 -3.406171 3.247001 0.590 -0.166 0.120 0.428
C 4.675119 -2.547033 3.773867 -0.213 -0.106 -0.296 -0.225
C 5.999283 -2.968938 3.836168 -0.032 -0.079 -0.057 -0.573
C 6.362212 -4.252696 3.408601 -0.624 0.116 -0.155 -0.437
C 5.363156 -5.127377 2.951083 0.387 0.112 0.131 -0.603
C 4.039265 -4.719106 2.892048 -0.351 0.059 -0.313 -0.462
H 4.387075 -1.548604 4.100250 0.164 -0.175 -0.083 0.433
H 6.755686 -2.274998 4.193875 -0.120 -0.183 0.008 0.407
H 7.407637 -4.562796 3.411603 -0.332 0.075 0.068 0.415
H 5.632956 -6.126769 2.617269 -0.082 0.174 0.143 0.411
H 3.252922 -5.395208 2.540949 0.403 0.184 0.063 0.436
```
Forces are in eV/Å.

Values from the calculation:
* multiplicity: 2
* HOMO (spin up / spin down): -12.493 / -12.493 eV
* E_LUMO (spin up / spin down): -6.711 / -6.986 eV
* expectation value of S²: 0.8012
* charge: +2

=====

(4)
Density functional theory data (the ωB97M-V functional and the def2-TZVPD basis) for an isolated ion of composition C4H12N3 and charge +1.

Structure (XYZ):
```
19
Properties=species:S:1:pos:R:3:forces:R:3:mulliken_charge:R:1
N 1.189297 -1.234059 -1.401876 -0.069 2.669 0.027 -0.587
C 0.249025 -0.283805 -2.108882 -1.048 0.041 0.275 -0.843
C -1.013297 0.036723 -1.147469 1.520 -0.023 0.697 -0.626
C -0.367357 0.312060 0.213004 -2.047 -1.154 2.256 0.518
N 0.878942 0.989073 0.356510 -0.279 -1.986 -0.605 -0.637
C -0.899881 -0.145840 1.383860 0.833 -0.143 -3.195 -0.642
N -0.372783 0.372936 2.596411 -0.471 1.185 1.582 -0.196
H 1.152693 -2.221665 -1.423866 -1.279 -0.990 -0.389 0.183
H 2.109950 -1.044567 -1.734224 0.745 0.291 -0.268 0.193
H 0.775965 0.650432 -2.384548 -0.016 -0.623 0.469 0.349
H -0.089171 -0.679857 -3.044375 -0.408 -0.306 -0.489 0.463
H -1.662349 -0.818406 -1.177696 0.053 -0.984 0.597 0.390
H -1.837938 0.802719 -1.196764 1.523 0.194 -1.212 0.370
H 1.373479 0.316850 -0.316025 0.439 1.717 1.096 0.351
H 0.855049 1.961272 0.142242 0.288 0.633 -0.868 0.229
H -1.511510 -0.981235 1.548041 -1.270 -0.645 -0.336 0.408
H -0.535590 1.381849 2.491658 0.643 -0.132 0.788 0.390
H -0.907398 0.042568 3.405627 -0.010 0.157 -0.150 0.360
H 0.597681 0.179562 2.789534 0.855 0.099 -0.275 0.328
```
Forces are in eV/Å.

Values from the calculation:
* HOMO: -13.359 eV
* E_LUMO: -3.270 eV
* charge: +1
* SMILES string: NCC/C(N)=C/[NH3+]

=====

(5)
Density functional theory data (the ωB97M-V functional and the def2-TZVPD basis) for a 2-piece molecular cluster, C18H18Br2O6S2 overall.

Structure (XYZ):
```
46
Properties=species:S:1:pos:R:3:forces:R:3:mulliken_charge:R:1
C 1.490493 2.572900 -1.078795 0.345 0.896 0.303 -1.369
C 1.192403 1.866828 0.210315 0.133 -0.207 -0.544 0.621
Br 0.711760 2.996806 1.701283 0.074 -0.217 -0.592 -0.145
C 1.254643 0.552127 0.415180 -0.345 0.451 0.697 -0.500
Br 1.786197 -0.610962 -1.022474 -0.032 0.239 0.590 -0.063
C 0.961597 -0.008244 1.779595 -0.234 -0.383 -1.163 0.268
C 2.023110 -0.178799 2.631860 1.026 0.059 -0.018 -0.348
C 1.842959 -0.639343 3.912875 0.362 -0.287 0.844 -1.217
C 0.575917 -0.925163 4.336621 -0.851 -0.376 0.802 0.879
C -0.513301 -0.781107 3.479220 -0.782 -0.140 0.171 0.567
C -0.348634 -0.318665 2.181273 -0.400 -0.054 -0.284 0.306
C -1.535038 -0.114601 1.259603 -0.032 -0.264 -0.403 -0.927
C -1.503577 -1.016243 -0.020160 -0.431 0.665 0.297 -1.114
C -1.666528 -0.150342 -1.281691 0.069 -0.092 0.193 -0.164
S -3.409341 0.110495 -1.764952 -0.093 -0.080 -0.231 -0.189
C -1.882116 -1.131299 4.042184 0.083 0.034 0.154 0.201
O -2.753697 -1.693573 3.414571 0.263 0.311 0.318 -0.556
C -2.056244 -0.759702 5.498206 0.046 -0.042 -0.856 -0.673
C -1.017338 -0.907249 6.306281 0.042 0.289 0.246 -0.452
C 0.296923 -1.394338 5.750234 0.024 -0.155 0.084 0.076
O 1.043246 -2.122252 6.370999 -0.228 0.627 -0.235 -0.540
H 1.961894 3.535799 -0.841578 -0.132 -0.151 -0.061 0.482
H 0.595999 2.801172 -1.665894 0.024 -0.227 0.145 0.245
H 2.200990 2.028299 -1.703586 -0.283 -0.166 0.132 0.388
H 3.031827 0.067607 2.309488 -0.187 0.012 -0.128 0.522
H 2.645135 -0.776152 4.633017 0.103 0.062 -0.321 0.472
H -1.583643 0.941951 0.959791 0.225 -0.159 0.027 0.491
H -2.476793 -0.331226 1.760274 0.318 0.172 0.176 0.608
H -0.604261 -1.635578 -0.040797 -0.038 0.203 -0.123 0.526
H -2.360520 -1.696387 0.032067 0.248 -0.027 -0.030 0.535
H -1.214693 0.840041 -1.176626 0.120 -0.232 0.109 0.211
H -1.163942 -0.619953 -2.131585 -0.417 0.021 -0.059 -0.065
H -3.919247 0.652400 -0.636655 0.434 -0.119 -0.067 0.107
H -3.021800 -0.394376 5.838909 0.056 -0.284 -0.109 0.414
H -1.150255 -0.642527 7.353410 0.474 -0.392 -0.027 0.379
O 0.218061 1.328100 -3.725140 -0.151 -0.027 0.186 -0.350
S -0.144858 0.426967 -4.758009 0.363 -0.091 -0.409 1.023
O -1.465604 -0.053731 -4.915884 -0.165 0.139 0.120 -0.535
O 0.862788 -0.824772 -4.707260 0.079 0.429 0.039 -0.276
C 1.539205 -0.959288 -5.962256 -0.135 -0.245 -0.423 -0.333
C 1.602797 0.447020 -6.520059 0.463 0.146 0.208 -0.371
O 0.347425 1.034702 -6.161079 -0.197 -0.417 0.058 -0.328
H 0.945585 -1.615267 -6.602381 0.025 0.016 -0.017 0.282
H 2.525446 -1.392680 -5.816154 -0.050 0.018 0.242 0.321
H 1.736929 0.463494 -7.598249 -0.249 0.088 -0.011 0.320
H 2.398105 1.027108 -6.045989 0.030 -0.042 -0.030 0.271
```
Forces are in eV/Å.

Values from the calculation:
* HOMO: -8.655 eV
* E_LUMO: -0.745 eV
* charge: 0
* SMILES string: C/C(Br)=C(\Br)c1ccc2c(c1CCCS)C(=O)C=CC2=O.O=S1(=O)OCCO1